--- A ---
A cluster of 2 separate species, C4H12 in total, computed with wB97M-V/def2-TZVPD.

## Properties
HOMO (alpha / beta)   1.534 / -7.599 eV
LUMO level (alpha / beta)   0.1552 / 0.1664 hartree
⟨S²⟩   0.750
Multiplicity   2
Kohn-Sham gap (alpha / beta)   2.6885 / 12.1274 eV
Total charge   -1

Atoms and positions in Å:
C 1.90171 -0.06859 0.50314
C 2.61882 1.24375 0.79358
H 2.12416 -0.75199 1.32453
H 0.84158 0.13138 0.46365
H 2.30708 -0.52793 -0.39733
H 2.55291 1.99811 -0.00227
H 3.71156 1.12099 0.80941
H 2.33221 1.77026 1.70026
C -1.60312 -0.83474 -0.36780
C -3.00361 -0.49928 -0.93932
H -0.83833 -0.52147 -1.08133
H -1.38848 -0.00500 0.31372
H -1.54675 -1.82057 0.07340
H -3.16796 0.57648 -0.96419
H -3.76627 -0.89465 -0.28509
H -3.07552 -0.91674 -1.94436

--- B ---
A cluster of 2 separate species, C4H12 in total, computed with wB97M-V/def2-TZVPD.

## Properties
HOMO (alpha / beta)   1.437 / -7.309 eV
LUMO level (alpha / beta)   0.1634 / 0.1621 hartree
⟨S²⟩   0.750
Multiplicity   2
Kohn-Sham gap (alpha / beta)   3.0081 / 11.7183 eV
Total charge   -1

Atoms and positions in Å:
C 0.47338 -1.74093 -2.09286
C 1.51793 -1.61532 -1.02382
H 0.33275 -2.64151 -2.45452
H -0.40085 -1.10674 -1.57165
H 0.91787 -1.07830 -2.82455
H 1.65070 -0.75046 -0.42060
H 2.58016 -1.79427 -1.49236
H 1.49892 -2.41098 -0.24566
C -0.44760 2.10642 1.71531
C -1.65151 1.22840 1.35825
H -0.28705 2.02550 2.92577
H 0.48724 1.76023 1.19495
H -0.66955 3.19113 1.47550
H -2.11310 1.69831 0.41777
H -2.25172 0.99563 2.18231
H -1.09855 0.24001 1.07176

--- C ---
A cluster of 2 separate species, C4H12 in total, computed with wB97M-V/def2-TZVPD.

## Properties
HOMO (alpha / beta)   1.566 / -7.702 eV
LUMO level (alpha / beta)   0.1598 / 0.1674 hartree
⟨S²⟩   0.750
Multiplicity   2
Kohn-Sham gap (alpha / beta)   2.7819 / 12.2566 eV
Total charge   -1

Atoms and positions in Å:
C 2.32417 -0.83942 -0.81160
C 1.54694 0.17080 -1.64239
H 2.08452 -0.80545 0.25311
H 2.22645 -1.87443 -1.14877
H 3.41583 -0.71337 -0.82852
H 2.20884 0.60353 -2.39725
H 1.20478 1.05743 -1.10400
H 0.65405 -0.28473 -2.04901
C -2.35713 0.25793 1.86778
C -1.56095 0.35538 0.54668
H -2.77994 -0.72925 2.05321
H -1.68424 0.44287 2.70953
H -3.13541 1.02187 1.87135
H -1.40965 -0.62099 0.09374
H -0.64122 0.92231 0.71326
H -2.09703 1.03554 -0.12713

Most stable: C. Least stable: B.

--- A ---
An isolated molecule of C3H6O2S, computed with wB97M-V/def2-TZVPD.

## Properties
HOMO   -9.061 eV
LUMO level   -0.0198 hartree
Structure (SMILES)   OC[C@@H](O)C=S
Multiplicity   1
Kohn-Sham gap   8.5209 eV

Atoms and positions in Å:
C 0.12117 1.10264 -0.05678
C -0.61381 -0.16625 0.32075
C 0.26317 -1.37574 0.65476
H 1.69808 0.75056 -1.17420
H -0.71358 1.80577 -0.14011
H 0.71212 1.44900 0.81050
H -1.20870 0.11079 1.14596
H -0.98666 -0.61016 -1.47766
H -0.11928 -2.33048 0.37617
O 0.82649 1.07493 -1.29750
O -1.54035 -0.58806 -0.71376
S 1.56134 -1.22299 1.55187

--- B ---
An isolated molecule of C3H6O2S, computed with wB97M-V/def2-TZVPD.

## Properties
HOMO   -8.981 eV
LUMO level   0.0231 hartree
Structure (SMILES)   OCCOC=S
Multiplicity   1
Kohn-Sham gap   9.6110 eV

Atoms and positions in Å:
C 0.00238 0.36094 -1.30071
C -0.32023 0.15044 0.16258
C 0.58166 -1.19432 1.90532
H -0.72692 1.64815 -2.60502
H 1.08284 0.64975 -1.41865
H -0.06910 -0.56654 -1.88115
H -0.22321 1.13585 0.75160
H -1.34243 -0.28048 0.28658
H 1.43521 -1.96199 2.01859
O -0.80621 1.41253 -1.66510
O 0.61789 -0.81780 0.64028
S -0.23189 -0.53654 3.10568

--- C ---
An isolated molecule of C3H6O2S, computed with wB97M-V/def2-TZVPD.

## Properties
HOMO   -8.539 eV
LUMO level   0.0202 hartree
Structure (SMILES)   COCC(O)=S
Multiplicity   1
Kohn-Sham gap   9.0878 eV

Atoms and positions in Å:
C -1.81021 -0.22237 0.04591
C 0.43442 -0.42733 -0.18931
C 1.87213 0.18188 -0.00405
H -1.82783 -0.57695 1.16395
H -2.61760 0.53619 0.04867
H -1.92118 -1.06778 -0.53020
H 0.41138 -0.99811 0.77869
H 0.25767 -0.93144 -1.27659
H 0.67833 1.65913 0.13210
O -0.59137 0.63919 -0.12213
O 1.74258 1.45623 -0.05262
S 3.37167 -0.24865 0.00556

Most stable: B. Least stable: C.

--- A ---
An isolated molecule of C3H4S2, computed with wB97M-V/def2-TZVPD.

## Properties
HOMO   -8.486 eV
LUMO level   0.0190 hartree
Structure (SMILES)   C1S[C@H]2S[C@@H]12
Multiplicity   1
Kohn-Sham gap   9.0019 eV

Atoms and positions in Å:
C -0.87092 -0.10268 0.74053
C 0.31855 -0.67467 -0.05996
C 0.71412 0.48242 -0.92903
S -0.72490 1.56121 0.08051
S 1.96211 0.13703 0.31030
H -1.65053 -0.58664 0.38475
H -0.72828 0.00541 1.88469
H 0.26142 -1.67601 -0.43684
H 0.71843 0.85393 -1.97496

--- B ---
An isolated molecule of C3H4S2, computed with wB97M-V/def2-TZVPD.

## Properties
HOMO   -8.710 eV
LUMO level   -0.0093 hartree
Structure (SMILES)   C=CSC=S
Multiplicity   1
Kohn-Sham gap   8.4564 eV

Atoms and positions in Å:
C 0.38202 -0.56513 -0.84460
C 0.52856 -0.53757 0.46212
C -1.53694 1.87789 0.64448
S -1.90298 1.89120 -0.92890
S -0.48662 0.77512 1.46584
H 0.75593 -1.27673 -1.52356
H -0.05540 0.21000 -1.45668
H 1.00171 -1.21932 1.08963
H -2.00254 2.58243 1.41790

Most stable: B. Least stable: A.

--- A ---
An isolated molecule of C3H4S2, computed with wB97M-V/def2-TZVPD.

## Properties
HOMO   -8.819 eV
LUMO level   0.0090 hartree
Structure (SMILES)   C#CCSS
Multiplicity   1
Kohn-Sham gap   9.0646 eV

Atoms and positions in Å:
C 1.56992 1.01979 -0.30584
C 1.11395 0.01511 0.15344
C 0.31447 -1.06642 0.52505
S -2.11693 0.97348 0.20563
S -1.67539 -0.87921 -0.22055
H 2.18874 1.71768 -0.78735
H 0.26511 -1.16024 1.53937
H 0.27217 -2.03151 0.02650
H -1.93203 1.41134 -1.13624

--- B ---
An isolated molecule of C3H4S2, computed with wB97M-V/def2-TZVPD.

## Properties
HOMO (alpha / beta)   -9.155 / -9.153 eV
LUMO level (alpha / beta)   -0.0867 / -0.0867 hartree
Structure (SMILES)   CC(=S)C=S
Multiplicity   1
Kohn-Sham gap (alpha / beta)   6.7957 / 6.7921 eV

Atoms and positions in Å:
C -0.79651 1.26570 0.14368
C 0.35106 0.39597 0.03510
C 0.32935 -1.09764 -0.03673
S -2.31832 0.69567 -0.01449
S 1.96408 1.13830 0.03156
H -0.70694 2.37939 0.00082
H 0.81576 -1.45770 0.81010
H -0.55815 -1.67180 -0.10106
H 0.91968 -1.64791 -0.86899

--- C ---
A structure of composition C3H4S2, computed with wB97M-V/def2-TZVPD.

## Properties
HOMO   -8.915 eV
LUMO level   -0.0044 hartree
Multiplicity   1
Kohn-Sham gap   8.7942 eV

Atoms and positions in Å:
C 0.08940 0.34603 0.55308
C -1.15161 0.01717 0.06628
C 0.98528 -0.33358 -0.42824
H -1.55883 -0.68997 0.64851
H -1.65862 0.95991 -0.11757
H 1.75773 -1.10224 -0.13137
H 1.77254 0.36386 -0.89881
S 0.39225 1.30129 1.64738
S -0.62815 -0.86248 -1.33927

Most stable: B. Least stable: A.

--- A ---
A cluster of 2 separate species, C3H4S2 in total, computed with wB97M-V/def2-TZVPD.

## Properties
HOMO (alpha / beta)   -9.324 / -9.324 eV
LUMO level (alpha / beta)   -0.0477 / -0.0477 hartree
Structure (SMILES)   C#CC=S.S
Multiplicity   1
Kohn-Sham gap (alpha / beta)   8.0268 / 8.0262 eV

Atoms and positions in Å:
C 0.48445 0.40843 -1.72776
C 1.14971 -0.11944 -0.91409
C 1.77044 -0.83258 0.13174
S -2.73978 0.81261 0.69679
S 0.98167 -1.27641 1.50468
H -0.10775 1.07143 -2.37194
H 2.95455 -0.99729 0.03968
H -3.03256 0.56887 1.94380
H -1.46073 0.36436 0.69711

--- B ---
An isolated molecule of C3H4S2, computed with wB97M-V/def2-TZVPD.

## Properties
HOMO   -7.250 eV
LUMO level   0.0287 hartree
Structure (SMILES)   C1=CSCS1
Multiplicity   1
Kohn-Sham gap   8.0297 eV

Atoms and positions in Å:
C 0.09745 -1.35086 0.15094
C -0.79563 1.32773 0.13573
C 0.62520 1.18567 0.00293
H 0.17524 -2.33386 -0.50801
H -0.04108 -1.85622 1.15653
H -1.33156 2.25254 0.14102
H 1.26732 2.01370 0.07378
S -1.43151 -0.29705 -0.09881
S 1.45450 -0.14366 -0.06375

--- C ---
An isolated molecule of C3H4S2, computed with wB97M-V/def2-TZVPD.

## Properties
HOMO (alpha / beta)   -8.694 / -8.445 eV
LUMO level (alpha / beta)   -0.0517 / -0.0640 hartree
Multiplicity   1
Kohn-Sham gap (alpha / beta)   7.2872 / 6.7040 eV

Atoms and positions in Å:
C -0.67898 -0.47448 -0.06109
C -1.71826 -0.50905 -0.84187
C 1.34072 -0.08001 1.53258
S 0.71551 -1.32172 0.27758
S 0.07403 1.27640 1.72690
H -2.44351 0.19662 -0.60474
H -1.40824 -0.86313 -1.86737
H 1.68102 -0.75004 2.25984
H 2.20821 0.19061 1.04022

--- D ---
An isolated molecule of C3H4S2, computed with wB97M-V/def2-TZVPD.

## Properties
HOMO   -9.024 eV
LUMO level   -0.0484 hartree
Structure (SMILES)   S=CCC=S
Multiplicity   1
Kohn-Sham gap   7.7072 eV

Atoms and positions in Å:
C 1.21174 0.26866 0.56753
C 0.00746 0.79204 -0.27202
C -1.12187 -0.35722 -0.20744
H 0.99145 0.27572 1.72806
H -0.16619 1.86369 -0.18180
H 0.32013 0.85061 -1.39327
H -0.54845 -1.24939 -0.64714
S 2.69677 -0.24956 -0.08296
S -2.77058 -0.12303 0.08083

Most stable: B. Least stable: C.

--- A ---
A cluster of 2 separate species, C2H3NOS3 in total, computed with wB97M-V/def2-TZVPD.

## Properties
HOMO   -9.163 eV
LUMO level   -0.0344 hartree
Structure (SMILES)   S=c1cnos1.S
Multiplicity   1
Kohn-Sham gap   8.2274 eV

Atoms and positions in Å:
C -0.26669 -0.61685 3.90130
C -1.13684 -1.79593 3.69037
N -0.71085 -2.66167 2.92234
O 0.50701 -2.46108 2.47876
S -0.49986 0.66629 4.83582
S 1.11944 -1.01889 2.88628
S 0.53175 -0.87564 -0.39663
H -2.14102 -1.78802 4.09457
H 1.24006 -0.19252 0.57970
H 1.07752 -0.21393 -1.55287

--- B ---
An isolated molecule of C2H3NOS3, computed with wB97M-V/def2-TZVPD.

## Properties
HOMO   -9.494 eV
LUMO level   -0.0381 hartree
Multiplicity   1
Kohn-Sham gap   8.4563 eV

Atoms and positions in Å:
C 0.15504 0.17605 0.24317
C 1.69073 0.08416 -0.09245
N -0.52229 -0.78557 0.68906
O -2.20635 -1.59401 -0.80643
S -0.47268 1.72187 -0.22948
S -2.69346 1.22998 0.17224
S -2.18071 -0.92208 0.47986
H 1.94392 -0.98450 -0.01329
H 2.30346 0.58867 0.57966
H 1.98232 0.48543 -1.02234

Most stable: B. Least stable: A.